{
  "formula": "C6H9N2O3S2",
  "method": "ωB97M-V/def2-TZVPD",
  "spin_multiplicity": 1,
  "total_charge": 1,
  "e_above_lowest_kcal_mol": 12.79,
  "mol_weight_da": 221.283,
  "lumo_energy_ha": -0.162,
  "elements": ["C", "C", "C", "C", "C", "C", "N", "N", "O", "O", "O", "S", "S", "H", "H", "H", "H", "H", "H", "H", "H", "H"],
  "coordinates": [[-0.387, -3.328, -1.220], [-2.676, 0.113, 0.388], [-0.889, 1.750, 0.461], [0.662, -2.640, -0.777], [-0.764, 3.202, 0.448], [1.622, -1.754, -1.531], [-2.683, -1.060, 0.347], [-2.217, 1.332, 0.469], [-0.010, 0.937, 0.551], [-2.139, -3.375, 0.976], [-0.989, -5.426, 0.605], [0.838, -2.809, 0.972], [-0.862, -4.038, 0.436], [-1.009, -3.323, -2.131], [-1.568, 3.686, 0.976], [-0.880, 3.425, -0.615], [0.276, 3.599, 0.839], [2.090, -2.301, -2.296], [2.289, -1.210, -0.953], [1.002, -0.918, -1.824], [-2.526, -2.370, 0.836], [-2.949, 1.946, 0.772]],
  "mulliken_charge": [-0.5046, 0.3563, 0.6551, 0.7861, -1.0674, -1.3226, -0.4057, -0.2222, -0.4766, -0.4973, -0.4742, -0.0047, 0.8658, 0.3686, 0.3858, 0.3046, 0.2990, 0.3459, 0.4651, 0.3301, 0.5605, 0.2525]
}

{
  "formula": "C6H8O2",
  "method": "ωB97M-V/def2-TZVPD",
  "smiles": "C1O[C@H]2OC[C@H]3[C@@H]1[C@@H]23",
  "spin_multiplicity": 1,
  "e_above_lowest_kcal_mol": 103.91,
  "mol_weight_da": 112.128,
  "lumo_energy_ha": 0.032,
  "elements": ["C", "O", "C", "O", "C", "C", "C", "C", "H", "H", "H", "H", "H", "H", "H", "H"],
  "coordinates": [[-1.538, -0.423, -0.641], [-0.751, -1.467, -0.241], [0.257, -1.303, 0.709], [1.449, -1.151, -0.153], [1.488, 0.192, -0.648], [0.530, 1.033, 0.070], [-0.924, 0.833, 0.123], [0.040, 0.189, 1.081], [-1.557, -0.292, -1.790], [-2.581, -0.502, -0.275], [0.591, -2.129, 1.443], [2.468, 0.520, -0.612], [1.404, 0.397, -1.954], [0.749, 2.104, 0.212], [-1.478, 1.871, 0.388], [-0.146, 0.128, 2.288]],
  "mulliken_charge": [-0.4405, -0.4097, 0.1289, -0.4212, -0.6917, -0.1260, -0.1859, -0.2280, 0.2566, 0.3041, 0.3518, 0.4316, 0.1584, 0.3676, 0.2665, 0.2376]
}

{
  "formula": "C2H4FO3S",
  "method": "ωB97M-V/def2-TZVPD",
  "spin_multiplicity": 1,
  "total_charge": -1,
  "e_above_lowest_kcal_mol": 88.50,
  "mol_weight_da": 127.116,
  "lumo_energy_ha": 0.142,
  "elements": ["C", "C", "O", "O", "O", "F", "S", "H", "H", "H", "H"],
  "coordinates": [[1.848, -1.045, -0.315], [-0.918, 1.102, 0.182], [-1.812, -1.208, 0.810], [-0.975, -0.900, -1.522], [0.566, -0.995, 0.485], [2.000, 0.386, -0.556], [-0.788, -0.659, -0.109], [2.780, -1.055, 0.367], [-0.196, 1.354, 0.859], [-1.874, 1.337, 0.524], [-0.634, 1.682, -0.725]],
  "mulliken_charge": [-0.5259, -1.0243, -0.6929, -0.6559, -0.1564, -0.3041, 1.3459, 0.0089, 0.3225, 0.3858, 0.2963]
}